C46H60N4P2SeSi2TeW | ωB97M-V/def2-TZVPD

Summary:
**Gap between HOMO and LUMO (spin up / spin down)**: 5.732 / 5.737 eV
**Charge**: +2
**ΔE to the lowest compared entry with this formula, charge and spin**: 1.0 kcal per mole

CARTESIAN COORDINATES (ANGSTROEM)
1 W -0.54 0.57 -0.41
2 C -0.86 -0.70 3.79
3 Si -2.20 0.20 2.85
4 C -2.97 1.48 4.00
5 C -3.66 -0.89 2.12
6 N -1.53 1.08 1.40
7 P -1.33 2.70 1.10
8 C -0.30 2.45 -0.25
9 P 1.18 2.55 -1.15
10 N 1.19 0.86 -1.49
11 Si 2.42 -0.04 -2.47
12 C 3.06 -1.52 -1.49
13 C 4.05 1.04 -2.60
14 C 1.49 -0.33 -4.12
15 C 0.92 3.42 -2.70
16 C -0.38 3.40 -3.19
17 C -0.80 4.29 -4.15
18 C 0.10 5.09 -4.81
19 C 1.48 4.93 -4.52
20 C 1.89 4.09 -3.48
21 C 2.65 3.19 -0.36
22 C 3.00 4.53 -0.51
23 C 4.05 5.03 0.28
24 C 4.74 4.15 1.15
25 C 4.31 2.83 1.29
26 C 3.31 2.30 0.48
27 C -2.82 3.63 0.71
28 C -3.46 3.31 -0.46
29 C -4.66 3.94 -0.82
30 C -5.31 4.77 0.08
31 C -4.75 5.00 1.36
32 C -3.53 4.40 1.67
33 C -0.54 3.77 2.38
34 C -0.70 5.16 2.22
35 C 0.02 6.03 3.01
36 C 0.73 5.49 4.09
37 C 0.96 4.15 4.22
38 C 0.31 3.27 3.36
39 H -0.62 -0.12 4.74
40 H -1.23 -1.68 4.11
41 H 0.05 -0.86 3.17
42 H -3.53 1.05 4.86
43 H -2.16 2.13 4.47
44 H -3.61 2.18 3.41
45 H -4.58 -0.40 2.51
46 H -3.63 -0.81 1.00
47 H -3.60 -1.91 2.45
48 H 3.00 -2.37 -2.13
49 H 4.16 -1.39 -1.18
50 H 2.51 -1.74 -0.59
51 H 4.76 0.90 -1.74
52 H 4.58 0.78 -3.49
53 H 3.84 2.13 -2.70
54 H 2.14 -0.06 -4.97
55 H 1.26 -1.41 -4.14
56 H 0.59 0.32 -4.06
57 H -1.09 2.74 -2.72
58 H -1.84 4.27 -4.44
59 H -0.20 5.81 -5.55
60 H 2.25 5.48 -5.04
61 H 2.97 3.87 -3.39
62 H 2.52 5.14 -1.29
63 H 4.29 6.09 0.22
64 H 5.60 4.54 1.72
65 H 4.82 2.25 2.05
66 H 3.14 1.22 0.45
67 H -3.05 2.55 -1.09
68 H -5.06 3.76 -1.79
69 H -6.22 5.27 -0.15
70 H -5.31 5.63 2.04
71 H -3.03 4.65 2.63
72 H -1.33 5.57 1.48
73 H 0.04 7.10 2.80
74 H 1.21 6.18 4.77
75 H 1.64 3.72 4.95
76 H 0.51 2.23 3.42
77 Te -2.29 0.10 -2.24
78 C -3.96 -5.12 -1.07
79 C -3.69 -3.69 -1.66
80 C -2.64 -3.59 -2.80
81 C -1.25 -3.06 -2.45
82 N -0.48 -3.83 -1.49
83 C 0.22 -3.38 -0.40
84 Se -0.04 -1.75 0.63
85 N 0.91 -4.42 0.17
86 C 1.65 -4.44 1.44
87 C 0.84 -5.07 2.60
88 C 1.50 -4.99 3.97
89 C 3.02 -5.26 4.08
90 C 0.92 -5.49 -0.73
91 C 1.45 -6.76 -0.77
92 C 1.42 -7.45 -1.98
93 C 0.78 -6.95 -3.12
94 C 0.13 -5.74 -3.04
95 C 0.16 -5.08 -1.83
96 H -4.34 -5.03 -0.05
97 H -3.03 -5.67 -1.03
98 H -4.64 -5.73 -1.67
99 H -3.50 -2.94 -0.90
100 H -4.70 -3.38 -2.07
101 H -2.91 -2.79 -3.50
102 H -2.51 -4.56 -3.33
103 H -1.45 -2.04 -2.09
104 H -0.70 -2.91 -3.41
105 H 1.92 -3.40 1.70
106 H 2.62 -4.96 1.30
107 H 0.69 -6.08 2.29
108 H -0.15 -4.58 2.58
109 H 0.96 -5.71 4.66
110 H 1.30 -4.03 4.45
111 H 3.25 -6.32 3.91
112 H 3.33 -5.03 5.12
113 H 3.60 -4.67 3.38
114 H 1.95 -7.27 0.02
115 H 1.91 -8.41 -2.11
116 H 0.76 -7.58 -3.99
117 H -0.36 -5.36 -3.92

Atomic partial charges in e from the Löwdin method, atoms 1 to 2:
1. W 0.92
2. C -0.22


C46H60N7O3OsSSb | ωB97M-V/def2-TZVPD

Summary:
**Gap between HOMO and LUMO (spin up / spin down)**: 6.603 / 6.611 eV
**Charge**: +2
**ΔE to the lowest compared entry with this formula, charge and spin**: 46.8 kcal per mole

CARTESIAN COORDINATES (ANGSTROEM)
1 Os 0.42 -0.79 -2.12
2 N -1.53 -1.09 -1.30
3 C -2.41 -1.98 -2.14
4 C -3.29 -2.88 -1.27
5 C -2.64 -3.92 -0.32
6 C -2.57 -5.38 -0.80
7 N -1.47 -5.73 -1.71
8 C -0.22 -5.97 -1.35
9 N 0.08 -6.30 -0.09
10 N 0.74 -5.88 -2.27
11 C -1.57 -2.71 -3.16
12 O -2.08 -3.56 -3.86
13 O -0.31 -2.37 -3.23
14 H -1.41 -1.51 -0.37
15 H -2.02 -0.23 -1.09
16 H -3.06 -1.34 -2.72
17 H -4.00 -3.37 -1.93
18 H -3.86 -2.19 -0.64
19 H -3.26 -3.94 0.57
20 H -1.65 -3.60 0.03
21 H -3.49 -5.63 -1.32
22 H -2.53 -6.03 0.07
23 H -1.62 -5.46 -2.67
24 H -0.65 -6.59 0.53
25 H 1.01 -6.63 0.12
26 H 0.57 -5.41 -3.14
27 H 1.69 -6.14 -2.06
28 C -0.25 1.67 -5.07
29 C 0.86 0.91 -5.81
30 C 0.47 -0.54 -6.15
31 C 2.24 0.98 -5.17
32 C 3.19 1.71 -5.85
33 C 4.53 1.73 -5.46
34 C 4.96 0.96 -4.39
35 C 4.08 0.21 -3.65
36 C 4.65 -0.61 -2.51
37 C 4.29 -2.11 -2.56
38 C 4.31 0.00 -1.14
39 C 2.67 0.27 -3.97
40 N 1.83 -0.34 -3.12
41 H -1.17 1.60 -5.64
42 H 0.00 2.72 -4.95
43 H -0.44 1.25 -4.10
44 H 0.98 1.44 -6.76
45 H 0.22 -1.10 -5.26
46 H 1.30 -1.06 -6.65
47 H -0.39 -0.55 -6.82
48 H 2.89 2.26 -6.73
49 H 5.24 2.33 -6.02
50 H 6.01 0.94 -4.14
51 H 5.73 -0.55 -2.62
52 H 3.22 -2.26 -2.43
53 H 4.81 -2.64 -1.76
54 H 4.59 -2.55 -3.52
55 H 3.23 -0.05 -0.95
56 H 4.62 1.05 -1.09
57 H 4.82 -0.54 -0.34
58 C 0.41 7.12 -1.08
59 C 1.71 6.49 -0.59
60 N 1.75 5.03 -0.75
61 C 2.58 4.49 -1.82
62 C 1.90 4.59 -3.19
63 C 1.07 4.31 0.18
64 O 0.42 4.83 1.07
65 C 1.15 2.79 0.22
66 C 1.41 2.25 1.48
67 C 1.41 0.88 1.65
68 C 1.12 0.08 0.57
69 N 0.83 0.58 -0.65
70 C 0.84 1.93 -0.81
71 H 0.48 8.21 -0.99
72 H -0.43 6.78 -0.46
73 H 0.20 6.87 -2.12
74 H 1.84 6.71 0.46
75 H 2.56 6.89 -1.14
76 H 2.85 3.47 -1.60
77 H 3.50 5.07 -1.84
78 H 0.89 4.18 -3.14
79 H 2.48 4.03 -3.93
80 H 1.83 5.62 -3.52
81 H 1.61 2.92 2.31
82 H 1.59 0.43 2.62
83 H 1.10 -0.99 0.67
84 H 0.58 2.29 -1.79
85 S -1.59 -1.08 1.84
86 Sb -2.05 -0.57 4.00
87 C -3.42 1.00 4.26
88 C -3.92 1.20 5.55
89 C -4.78 2.26 5.79
90 C -5.14 3.11 4.74
91 C -4.65 2.90 3.46
92 C -3.78 1.84 3.21
93 C -0.31 0.12 4.98
94 C -0.18 1.49 5.17
95 C 0.96 1.99 5.80
96 C 1.95 1.11 6.24
97 C 1.82 -0.26 6.03
98 C 0.69 -0.76 5.40
99 C -2.86 -2.24 4.99
100 C -4.07 -2.74 4.50
101 C -4.64 -3.85 5.10
102 C -4.00 -4.47 6.18
103 C -2.80 -3.97 6.66
104 C -2.23 -2.85 6.07
105 H -3.64 0.54 6.37
106 H -5.18 2.43 6.78
107 H -5.82 3.94 4.93
108 H -4.93 3.56 2.65
109 H -3.39 1.67 2.22
110 H -0.95 2.18 4.84
111 H 1.07 3.05 5.96
112 H 2.83 1.50 6.74
113 H 2.60 -0.93 6.37
114 H 0.60 -1.82 5.22
115 H -4.57 -2.26 3.66
116 H -5.59 -4.23 4.74
117 H -4.45 -5.34 6.64
118 H -2.32 -4.44 7.50
119 H -1.30 -2.45 6.47

Atomic partial charges in e from the Löwdin method, atoms 1 to 2:
1. Os 1.38
2. N -0.08